1.
A 4-piece molecular cluster, C6H19NO3 overall, computed with wB97M-V/def2-TZVPD.

Last column: natural (NBO) charge in e.
Element x y z (Å)
C: 1.5839 2.6342 -1.2217  -0.4069
C: 1.5694 2.0856 -0.0179  -0.1650
C: 2.5116 0.9356 0.3885  -0.4362
C: 1.7974 -0.4053 0.2700  -0.4192
C: 0.6976 -0.5521 1.3542  -0.2027
N: -0.6369 -0.7580 0.7850  -0.6722
C: -1.6164 -0.8774 1.8196  -0.4264
H: 0.9308 3.4748 -1.4652  0.1845
H: 2.1504 2.2596 -2.0567  0.1959
H: 0.9167 2.4237 0.7759  0.1939
H: 3.4434 1.0376 -0.1428  0.2122
H: 2.7572 1.2472 1.4097  0.2050
H: 1.2861 -0.4905 -0.6826  0.2233
H: 2.5318 -1.1654 0.5026  0.2124
H: 0.7304 0.3158 2.0290  0.1550
H: 0.8824 -1.4190 1.9818  0.1858
H: -0.8267 -0.0501 0.0842  0.3925
H: -1.3504 -1.4240 2.7177  0.1936
H: -1.9971 0.0582 2.2251  0.1698
H: -2.5559 -1.3366 1.5113  0.2225
O: -3.1626 -0.9652 -0.9343  -0.9459
H: -3.0995 -1.8600 -1.3059  0.4791
H: -2.3127 -0.6286 -1.2563  0.4676
O: -1.3668 1.1751 -1.7096  -0.9615
H: -1.9968 0.9126 -2.3890  0.4823
H: -1.2971 2.1364 -1.7420  0.4879
O: -0.7440 -2.7989 -1.2656  -0.9921
H: -0.3955 -3.6927 -1.1638  0.4670
H: -0.4307 -2.2724 -0.5014  0.4977

Calculated values
- Energy relative to the best compared isomer or geometry (same formula, charge and spin): 1.4575 eV
- Strongest force on any atom: 2.3 eV/A
- HOMO-LUMO gap: 0.3483 hartree
- Net charge: 0
- LUMO energy: 0.024 Eh
- Structure (SMILES): C=CCCCNC.O.O.O



2.
C6H19Na2O9P2 as an isolated structure, computed with wB97M-V/def2-TZVPD.

Last column: natural (NBO) charge in e.
Element x y z (Å)
Na: -4.9056 -0.6778 -0.9891  0.9896
Na: -1.1673 -0.4251 -1.4615  0.9730
O: -2.8780 -0.3408 0.1752  -1.4291
H: -2.6835 -0.2876 1.1311  0.4555
C: -3.0468 3.1004 -1.5545  -0.2567
O: -1.8804 3.9377 -1.4256  -0.7924
P: -0.4062 3.2616 -1.0653  2.5504
O: -0.2921 1.7863 -1.4183  -1.1691
O: 0.6588 4.2456 -1.8536  -0.7948
C: 1.8877 3.9314 -2.4354  -0.2389
O: -0.2150 3.5657 0.5481  -0.7757
C: -1.2172 3.1873 1.4474  -0.2599
H: -3.5620 3.4620 -0.6645  0.1936
H: -2.8989 2.0213 -1.5962  0.1849
H: -3.7641 3.2852 -2.3541  0.1944
H: 2.4857 3.5965 -1.5878  0.1846
H: 2.4823 4.7586 -2.8232  0.2137
H: 1.6689 3.1428 -3.1554  0.1915
H: -1.1098 2.1361 1.7147  0.1831
H: -2.2575 3.3061 1.1442  0.1859
H: -0.8992 3.6880 2.3618  0.2117
C: 1.5110 -4.9366 1.4000  -0.2551
O: 0.9827 -4.1317 0.4258  -0.8219
P: 1.2380 -2.5799 0.4002  2.6149
O: 0.6322 -1.9315 -0.7439  -1.1521
O: 0.6189 -2.1641 1.7925  -0.8163
C: -0.7675 -2.3852 2.1087  -0.2821
O: 2.8379 -2.4603 0.6512  -0.7989
C: 3.7724 -2.8618 -0.3217  -0.2634
H: 2.1488 -5.7727 1.1134  0.1984
H: 0.6572 -5.3723 1.9190  0.1847
H: 2.0181 -4.2633 2.0910  0.1899
H: -1.0109 -3.2995 2.6499  0.1957
H: -1.4885 -2.1826 1.3168  0.2122
H: -1.1078 -1.7253 2.9066  0.1990
H: 3.9606 -1.8975 -0.7937  0.1964
H: 3.3432 -3.3900 -1.1731  0.1912
H: 4.6538 -3.3273 0.1194  0.2120

Calculated values
- Energy relative to the best compared isomer or geometry (same formula, charge and spin): 0.3214 eV
- Strongest force on any atom: 4.6 eV/A
- HOMO-LUMO gap: 0.2918 hartree
- Net charge: +1
- LUMO energy: -0.148 Eh



3.
C6H20BO2Rb3 as an isolated structure, computed with wB97M-V/def2-TZVPD.

Last column: natural (NBO) charge in e.
Element x y z (Å)
Rb: 21.5718 -23.1922 27.3642  0.9988
Rb: 26.1723 -20.1255 24.0109  0.9985
Rb: 20.6764 -18.6972 22.1392  0.9980
B: 22.4021 -19.6964 25.8158  -0.8942
H: 22.6885 -19.8043 26.8504  -0.0010
H: 22.8511 -20.4930 25.2429  -0.0716
H: 21.3281 -19.7864 25.7645  -0.0269
H: 22.6976 -18.7037 25.5135  -0.0041
C: 16.9369 -17.2346 27.4515  -0.6261
C: 18.2350 -17.2746 26.8011  0.1043
C: 18.7501 -15.9237 26.2864  -0.6198
O: 19.1168 -17.6854 27.7333  -0.7079
H: 16.8467 -16.3754 28.1162  0.2294
H: 16.7161 -18.1962 27.9148  0.2205
H: 16.1833 -17.2756 26.6651  0.2096
H: 18.2769 -17.9393 25.9382  0.1174
H: 19.1164 -15.2084 27.0228  0.2324
H: 17.9805 -15.5204 25.6283  0.2038
H: 19.5977 -16.1800 25.6508  0.1728
H: 19.8295 -18.0796 27.2251  0.4653
C: 26.0712 -17.6279 30.4736  -0.6219
C: 24.6976 -17.5242 29.8878  0.0860
C: 23.8676 -16.4101 30.4160  -0.6282
O: 24.7567 -17.2806 28.4830  -0.7397
H: 26.6807 -16.7284 30.3866  0.2206
H: 26.6074 -18.5037 30.1082  0.2044
H: 25.9621 -17.7871 31.5464  0.2178
H: 24.1883 -18.4678 30.0835  0.1487
H: 24.2779 -15.4071 30.2986  0.2226
H: 23.8780 -16.4227 31.5058  0.2097
H: 22.8347 -16.4714 30.0734  0.2119
H: 24.0429 -17.7914 28.0941  0.4693

Calculated values
- Energy relative to the best compared isomer or geometry (same formula, charge and spin): 2.2936 eV
- Strongest force on any atom: 4.8 eV/A
- HOMO-LUMO gap: 0.2665 hartree
- Net charge: +2
- LUMO energy: -0.227 Eh



4.
A 3-piece molecular cluster, C6H20N2O2 overall, computed with wB97M-V/def2-TZVPD.

Last column: natural (NBO) charge in e.
Element x y z (Å)
C: 1.2124 1.6110 0.4521  -0.5443
C: -0.0441 2.3374 0.8583  -0.4246
C: -1.3377 1.5553 0.6800  -0.1853
N: -1.9437 1.2313 -0.5886  -0.9490
C: 1.6555 0.2350 0.9783  -0.2161
N: 1.5524 -0.9600 0.1280  -0.6782
C: 0.2413 -1.3893 -0.3246  -0.2408
C: 0.4095 -2.6282 -1.2417  -0.6689
H: 1.3816 1.5772 -0.6608  0.2126
H: 2.0840 2.3351 0.5421  0.2028
H: -0.1060 3.2554 0.2639  0.2165
H: -0.1267 2.4774 1.9604  0.1950
H: -1.3896 0.6603 1.3207  0.1489
H: -2.2317 2.2407 1.1490  0.1528
H: -2.9092 1.4287 -0.7629  0.3725
H: -1.2500 1.0670 -1.3500  0.4172
H: 1.0352 -0.0781 1.8836  0.1471
H: 2.7441 0.2039 1.1648  0.1984
H: 2.3890 -1.4260 -0.1175  0.3756
H: -0.2252 -0.5365 -0.8609  0.2165
H: -0.4646 -1.4157 0.5041  0.1377
H: 1.0014 -2.4650 -2.1121  0.2155
H: -0.7036 -2.9532 -1.4074  0.1998
H: 0.8008 -3.5848 -0.8660  0.1931
H: 1.0039 0.6558 -2.4773  0.3896
H: 0.0299 1.2176 -3.5652  0.3648
O: 0.0793 0.7925 -2.7066  -1.4477
H: -1.9480 -2.4874 1.6822  0.4737
H: -1.0533 -2.2529 2.8533  0.4690
O: -1.8869 -2.7045 2.6211  -0.9439

Calculated values
- Energy relative to the best compared isomer or geometry (same formula, charge and spin): 1.7432 eV
- Multiplicity: 2
- Strongest force on any atom: 4.9 eV/A
- HOMO-LUMO gap (alpha / beta): 0.0921 / 0.2966 hartree
- Net charge: -1
- LUMO energy (alpha / beta): 0.120 / 0.118 Eh



5.
A 4-piece molecular cluster, C6H20N2O3 overall, computed with wB97M-V/def2-TZVPD.

Last column: natural (NBO) charge in e.
Element x y z (Å)
C: 2.5147 1.6289 -0.8702  -0.3883
C: 1.5158 1.8212 -1.7181  -0.1637
C: 0.0598 1.9814 -1.3645  -0.4506
C: -0.7347 0.6566 -1.2796  -0.0239
C: -2.1501 0.9530 -0.6838  -0.6315
N: 0.0124 -0.3215 -0.5134  -0.6765
C: -0.0046 -1.6714 -0.9507  -0.0408
N: -1.0656 -2.5655 -0.4594  -0.8950
H: 2.4678 1.4669 0.2004  0.1898
H: 3.5365 1.8317 -1.1875  0.1882
H: 1.7867 1.9403 -2.7642  0.1910
H: -0.4023 2.6964 -2.0514  0.2120
H: -0.0407 2.4938 -0.4054  0.2039
H: -0.8365 0.2495 -2.2877  0.1828
H: -2.1018 1.9557 -0.2579  0.2058
H: -2.8937 0.8259 -1.4598  0.2119
H: -2.3444 0.3271 0.1871  0.2070
H: -0.0814 -0.1484 0.4802  0.3929
H: -0.1891 -1.7402 -2.0253  0.1888
H: 0.9634 -2.1556 -0.7897  0.1583
H: -1.0226 -2.8823 0.4985  0.3582
H: -1.9987 -2.4074 -0.7953  0.3663
O: -1.1371 -1.1302 2.8089  -1.0027
H: -1.8213 -1.3295 2.1666  0.4787
H: -0.2575 -1.4867 2.5598  0.5018
O: 1.2860 -2.1735 2.1036  -0.9619
H: 1.8159 -1.3728 2.1895  0.5037
H: 1.3842 -2.5848 1.2432  0.4912
O: 0.6759 0.8788 2.1288  -0.9752
H: 0.0387 0.5678 2.7931  0.5011
H: 1.0244 1.6947 2.5043  0.4766

Calculated values
- Energy relative to the best compared isomer or geometry (same formula, charge and spin): 0.9211 eV
- Strongest force on any atom: 1.5 eV/A
- HOMO-LUMO gap: 0.3202 hartree
- Net charge: 0
- LUMO energy: 0.019 Eh
- Structure (SMILES): C=CC[C@H](C)NCN.O.O.O



6.
A 5-piece molecular cluster, C6H20NO4 overall, computed with wB97M-V/def2-TZVPD.

Last column: natural (NBO) charge in e.
Element x y z (Å)
C: 1.1005 -2.7612 2.2266  -0.6307
C: 0.4464 -1.3873 2.1202  -0.3789
C: 0.8340 -0.6298 0.7800  -0.4411
C: 0.5345 0.8360 0.9740  0.1759
C: 1.1488 1.6242 1.8730  -0.5152
C: 0.0666 2.5224 -0.7560  -0.2544
N: -0.2652 1.4583 -0.0006  -0.6038
H: 0.2818 -3.4650 2.0694  0.2091
H: 1.9868 -2.9276 1.6197  0.2056
H: 1.5044 -2.8611 3.2395  0.2113
H: -0.6396 -1.3473 2.1041  0.1972
H: 0.8058 -0.7203 2.9038  0.2013
H: 1.9136 -0.7705 0.7259  0.2110
H: 0.3193 -1.1901 0.0009  0.2065
H: 0.8594 2.6677 1.8093  0.2037
H: 1.8016 1.3785 2.6876  0.1976
H: -0.6122 2.9081 -1.4930  0.1797
H: 0.9876 3.0689 -0.6544  0.1749
H: -1.0852 0.8749 -0.1396  0.4167
H: -3.1842 -0.3811 -1.5301  0.4698
H: -3.2004 0.3426 -2.8424  0.4854
O: -3.0577 0.5004 -1.9021  -0.9444
H: -3.4629 0.9617 -0.0972  0.4969
H: -3.2262 1.4289 1.4762  0.4905
O: -2.8735 1.2028 0.6196  -0.9828
H: 0.7710 -2.9921 -2.8444  0.4707
H: 1.6322 -2.1368 -3.7455  0.4713
O: 0.8126 -2.1202 -3.2414  -0.9415
H: 0.7296 0.8141 -2.7872  0.4691
H: 1.9717 1.3873 -2.4595  0.4583
O: 1.0990 1.7136 -2.7363  -0.9098

Calculated values
- Energy relative to the best compared isomer or geometry (same formula, charge and spin): 0.2577 eV
- Multiplicity: 2
- Strongest force on any atom: 2.7 eV/A
- HOMO-LUMO gap (alpha / beta): 0.1702 / 0.3038 hartree
- Net charge: 0
- LUMO energy (alpha / beta): 0.009 / 0.008 Eh



7.
A 4-piece molecular cluster, C6H20O6S overall, computed with wB97M-V/def2-TZVPD.

Last column: natural (NBO) charge in e.
Element x y z (Å)
C: 4.1791 0.5835 3.1376  -0.6427
C: 2.9191 1.3245 3.5742  -0.0884
O: 1.7774 0.9181 2.8343  -0.7029
S: 1.2388 1.8696 1.6139  2.3542
C: 2.2448 1.3175 0.2070  -0.8704
O: -0.1271 1.4724 1.3398  -0.9345
O: 1.5337 3.2345 1.9445  -0.9203
H: 4.1627 -0.5109 3.1402  0.2191
H: 5.0632 0.8282 3.7332  0.2255
H: 4.4583 0.7896 2.1026  0.1996
H: 2.7622 1.1086 4.6334  0.1973
H: 3.0971 2.3998 3.5336  0.2115
H: 3.2637 1.6732 0.3023  0.2454
H: 1.8305 1.7624 -0.6973  0.2555
H: 2.1334 0.2404 0.1180  0.2521
C: -0.4617 0.1999 -2.1825  -0.2604
O: -0.9591 0.3540 -3.5295  -0.7227
H: -1.3517 0.0624 -1.5732  0.1983
H: 0.1987 -0.6699 -2.1245  0.1531
H: 0.1332 1.0495 -1.8679  0.1680
H: -1.3720 -0.5043 -3.6684  0.4605
C: -3.8598 -1.4225 -3.3761  -0.2611
O: -3.7005 -2.7147 -3.9755  -0.7252
H: -3.3696 -1.3864 -2.4049  0.1842
H: -3.3734 -0.7193 -4.0518  0.1645
H: -4.8973 -1.1325 -3.2140  0.1734
H: -4.4079 -2.7818 -4.6236  0.4641
C: -2.2601 -1.9403 0.8175  -0.2467
O: -2.3919 -0.5306 0.6179  -0.7484
H: -1.3352 -2.3213 0.3839  0.1600
H: -2.3248 -2.1396 1.8890  0.1667
H: -3.1290 -2.3762 0.3312  0.1817
H: -1.6749 -0.0377 1.0348  0.4890

Calculated values
- Energy relative to the best compared isomer or geometry (same formula, charge and spin): 0.2338 eV
- Strongest force on any atom: 1.7 eV/A
- HOMO-LUMO gap: 0.3839 hartree
- Net charge: 0
- LUMO energy: 0.019 Eh
- Structure (SMILES): CCOS(C)(=O)=O.CO.CO.CO



8.
A 8-piece molecular cluster, C6H20O7 overall, computed with wB97M-V/def2-TZVPD.

Last column: natural (NBO) charge in e.
Element x y z (Å)
C: 0.1935 -2.2502 -2.1726  -0.2114
C: 0.8618 -1.7615 -1.0168  -0.2400
C: 1.7205 -2.5968 -0.3202  -0.2215
C: 1.8947 -3.9026 -0.7724  -0.2112
C: 1.2080 -4.3403 -1.9041  -0.2108
C: 0.3840 -3.5220 -2.5896  -0.2104
H: -0.3957 -1.5763 -2.7769  0.2185
H: 0.7334 -0.7174 -0.7723  0.2236
H: 2.2468 -2.1712 0.5215  0.2170
H: 2.5136 -4.5659 -0.1865  0.2136
H: 1.3214 -5.3504 -2.2691  0.2121
H: -0.0921 -3.8418 -3.5048  0.2135
O: -3.5900 0.1933 -0.1882  -0.9517
H: -2.8757 -0.0813 0.3868  0.4789
H: -4.3760 0.1183 0.3529  0.4574
O: -1.5749 -0.7033 1.5541  -0.9582
H: -1.8606 -0.9534 2.4327  0.4849
H: -1.3434 -1.5308 1.1323  0.5003
O: 1.4358 1.5328 -1.9485  -0.9537
H: 1.2131 0.6219 -2.1406  0.4551
H: 0.9976 1.7169 -1.1177  0.4906
O: 0.3947 4.2209 1.7168  -0.9588
H: 0.2593 4.9596 2.3103  0.4867
H: 1.3304 4.0297 1.7812  0.4860
O: 0.1816 1.4537 3.5767  -0.9335
H: -0.0641 0.5406 3.7253  0.4646
H: -0.5905 1.9555 3.8381  0.4701
O: -0.3887 4.9932 -0.9281  -0.9550
H: -1.2653 4.6089 -0.9174  0.4645
H: 0.0300 4.6580 -0.1353  0.4794
O: -0.0468 1.3903 0.4073  -0.9853
H: 0.0579 2.1356 0.9987  0.4892
H: -0.5144 0.7359 0.9264  0.4953

Calculated values
- Energy relative to the best compared isomer or geometry (same formula, charge and spin): 0.5235 eV
- Strongest force on any atom: 2.5 eV/A
- HOMO-LUMO gap: 0.3353 hartree
- Net charge: 0
- LUMO energy: -0.012 Eh
- Structure (SMILES): c1ccccc1.O.O.O.O.O.O.O



The highest net charge belongs to which entry? C6H20BO2Rb3